Formula: C2H6ClO2P
Source: OMol25
Level of theory: ωB97M-V/def2-TZVPD

The geometry in ORCA input format:
```
! RIJCOSX wB97M-V def2-TZVPD def2/J DEFGRID3
* xyz 0 1
C -1.7219 -0.0466 -0.8024
C -0.4845 -0.2016 0.0765
O 2.8346 1.5793 0.2084
O 0.5032 0.8323 -0.2180
P 1.8357 0.5831 0.5136
Cl 2.5086 -1.2676 0.1131
H -2.4731 0.5542 -0.2505
H -1.2870 0.3458 -1.7543
H -2.1250 -1.0212 -0.9430
H -0.0438 -1.1773 -0.2008
H -0.6902 -0.2101 1.1529
H 1.1433 0.0297 2.1047
*
```

Properties
**Lowest unoccupied orbital energy**: 0.4 eV
**HOMO-LUMO gap**: 11.332 eV
**Energy above the lowest of the compared OMol25 structures with the same formula, charge and spin**: 34.0 kcal/mol
**M**: 128.5 g/mol
**HOMO energy**: -10.9709 eV
**Calculated total energy**: -28077.8179 eV

Löwdin population analysis, charges in e, atoms 1 to 6:
1 C -0.060
2 C -0.344
3 O -0.335
4 O -0.296
5 P 0.160
6 Cl 0.357